# 1
# C23H28ClN5O3

The molecule C23H28ClN5O3 (wB97M-V/def2-TZVPD, OMol25).

Last column: Mulliken charge in e.
Cartesian coordinates (Å):
C1 5.639 0.042 2.684  -1.321
C2 4.213 0.319 2.221  -0.433
N1 3.852 -0.482 1.063  0.051
C3 3.641 -1.882 1.390  -0.360
C4 3.375 -2.684 0.109  -1.314
N2 2.254 -2.176 -0.656  0.564
C5 0.947 -2.532 -0.122  -0.091
C6 0.310 -3.638 -0.969  -1.059
C7 0.084 -3.195 -2.418  -1.125
N3 -0.698 -1.976 -2.497  -0.005
C8 -1.928 -1.870 -1.982  0.396
O1 -2.562 -2.788 -1.500  -0.665
C9 -2.494 -0.437 -2.027  -1.010
N4 -1.728 0.528 -1.243  0.379
C10 -0.694 1.150 -1.875  0.928
O2 -0.356 0.790 -2.997  -0.753
C11 0.030 2.275 -1.234  0.345
C12 1.311 2.556 -1.711  -0.821
C13 1.984 3.681 -1.273  -0.484
C14 1.332 4.519 -0.384  -0.453
N5 0.116 4.278 0.070  -0.650
C15 -0.523 3.197 -0.335  0.521
O3 -1.783 3.081 0.162  -0.481
C16 -2.084 1.883 0.783  0.101
C17 -2.462 1.957 2.117  -0.423
C18 -2.832 0.825 2.816  -0.671
C19 -2.805 -0.397 2.163  -0.148
Cl1 -3.248 -1.832 3.007  -0.229
C20 -2.429 -0.489 0.834  -0.443
C21 -2.059 0.652 0.122  0.390
C22 2.455 -0.765 -0.905  -0.702
C23 2.684 0.040 0.378  -0.567
H1 5.937 0.790 3.414  0.432
H2 5.727 -0.937 3.147  0.328
H3 6.314 0.089 1.835  0.340
H4 3.509 0.162 3.059  0.331
H5 4.142 1.368 1.921  0.360
H6 4.538 -2.272 1.871  0.434
H7 2.794 -2.001 2.093  0.260
H8 3.195 -3.731 0.355  0.418
H9 4.262 -2.623 -0.529  0.438
H10 1.011 -2.879 0.916  0.456
H11 0.289 -1.658 -0.127  -0.221
H12 0.962 -4.512 -0.978  0.394
H13 -0.646 -3.920 -0.529  0.489
H14 -0.438 -3.992 -2.956  0.398
H15 1.044 -3.001 -2.894  0.481
H16 -0.283 -1.154 -2.919  0.385
H17 -3.517 -0.456 -1.649  0.433
H18 -2.488 -0.090 -3.064  0.528
H19 1.748 1.888 -2.438  0.459
H20 2.977 3.907 -1.626  0.431
H21 1.792 5.425 -0.011  0.446
H22 -2.476 2.929 2.582  0.485
H23 -3.136 0.889 3.848  0.447
H24 -2.442 -1.454 0.356  0.612
H25 1.598 -0.372 -1.452  0.009
H26 3.345 -0.668 -1.535  0.281
H27 2.863 1.089 0.127  0.534
H28 1.778 -0.007 1.016  0.145

Calculated values
SMILES string	CCN1CCN(CCCNC(=O)CN2C(=O)c3cccnc3Oc3ccc(Cl)cc32)CC1
lowest unoccupied orbital energy	-0.11	eV
energy above the lowest of the compared OMol25 structures with the same formula, charge and spin	0.0	kJ/mol

***

# 2
# C6H10N2O

A structure of composition C6H10N2O at a distorted geometry (wB97M-V/def2-TZVPD, OMol25).

Last column: Mulliken charge in e.
Cartesian coordinates (Å):
C1 1.537 1.004 1.129  -1.283
C2 0.600 0.880 -0.065  1.173
C3 -0.781 -0.834 -0.192  0.309
C4 0.545 -0.565 -0.683  0.043
N1 -1.198 -2.028 0.250  -0.384
N2 -2.032 1.342 -0.403  -0.623
C5 -1.206 0.457 0.354  -0.514
C6 1.409 -1.298 -1.383  -0.983
O1 0.575 1.820 -0.926  -0.805
H1 -2.131 -2.101 0.629  0.260
H2 -0.701 -2.866 -0.019  0.231
H3 -1.402 1.850 -1.035  0.324
H4 -2.478 2.016 0.206  0.246
H5 -1.584 0.341 1.373  0.421
H6 1.354 0.220 1.867  0.314
H7 2.571 0.914 0.791  0.328
H8 1.409 1.985 1.587  0.372
H9 1.106 -2.204 -1.897  0.275
H10 2.408 -0.935 -1.581  0.294

Calculated values
lowest unoccupied orbital energy (spin up / spin down)	-0.74 / -0.74	eV
energy above the lowest of the compared OMol25 structures with the same formula, charge and spin	366.4	kJ/mol